Record 1
{"formula": "C43H83FO23S10", "method": "wB97M-V/def2-TZVPD", "smiles": "O=C1OC[C@@H](F)O1.O=S1(=O)CCCC1.O=S1(=O)CCCC1.O=S1(=O)CCCC1.O=S1(=O)CCCC1.O=S1(=O)CCCC1.O=S1(=O)CCCC1.O=S1(=O)CCCC1.O=S1(=O)CCCC1.O=S1(=O)CCCC1.O=S1(=O)CCCC1", "lumo_energy_ev": -0.188, "gap_ev": 9.649, "symbols": ["O", "C", "O", "C", "C", "F", "O", "H", "H", "H", "O", "S", "O", "C", "C", "C", "C", "H", "H", "H", "H", "H", "H", "H", "H", "O", "S", "O", "C", "C", "C", "C", "H", "H", "H", "H", "H", "H", "H", "H", "O", "S", "O", "C", "C", "C", "C", "H", "H", "H", "H", "H", "H", "H", "H", "O", "S", "O", "C", "C", "C", "C", "H", "H", "H", "H", "H", "H", "H", "H", "O", "S", "O", "C", "C", "C", "C", "H", "H", "H", "H", "H", "H", "H", "H", "O", "S", "O", "C", "C", "C", "C", "H", "H", "H", "H", "H", "H", "H", "H", "O", "S", "O", "C", "C", "C", "C", "H", "H", "H", "H", "H", "H", "H", "H", "O", "S", "O", "C", "C", "C", "C", "H", "H", "H", "H", "H", "H", "H", "H", "O", "S", "O", "C", "C", "C", "C", "H", "H", "H", "H", "H", "H", "H", "H", "O", "S", "O", "C", "C", "C", "C", "H", "H", "H", "H", "H", "H", "H", "H"], "xyz": [[-4.701, -7.434, 3.632], [-3.572, -7.104, 3.854], [-3.010, -6.985, 5.000], [-1.690, -6.435, 4.954], [-1.528, -6.361, 3.456], [-0.766, -7.319, 3.028], [-2.759, -6.734, 2.878], [-1.583, -5.522, 5.541], [-0.942, -7.137, 5.320], [-1.138, -5.419, 3.071], [6.166, -3.562, -5.757], [6.012, -5.001, -5.767], [4.941, -5.675, -6.531], [7.684, -5.803, -6.123], [7.827, -6.863, -5.026], [7.321, -6.182, -3.751], [5.905, -5.629, -3.976], [8.419, -5.014, -5.958], [7.738, -5.951, -7.202], [7.227, -7.762, -5.169], [8.837, -7.163, -4.747], [8.063, -5.440, -3.458], [7.396, -6.908, -2.942], [5.551, -4.811, -3.347], [5.171, -6.432, -4.037], [0.130, 11.127, 1.357], [0.645, 9.794, 1.159], [-0.183, 8.620, 1.454], [1.320, 9.506, -0.534], [2.738, 9.074, -0.253], [3.289, 9.864, 0.915], [2.257, 9.623, 2.092], [1.300, 10.441, -1.095], [0.729, 8.784, -1.097], [2.596, 8.031, 0.030], [3.401, 9.135, -1.115], [3.414, 10.932, 0.740], [4.296, 9.459, 1.022], [2.123, 10.120, 3.053], [2.369, 8.554, 2.272], [3.730, 6.235, -8.564], [3.126, 6.303, -7.240], [2.820, 7.623, -6.664], [1.588, 5.179, -7.235], [1.822, 4.168, -6.072], [3.336, 3.855, -5.956], [4.123, 5.173, -6.071], [1.590, 4.640, -8.183], [0.771, 5.899, -7.275], [1.531, 4.547, -5.092], [1.295, 3.226, -6.224], [3.645, 3.135, -6.713], [3.619, 3.407, -5.004], [5.055, 4.973, -6.600], [4.491, 5.665, -5.171], [2.343, -1.375, 0.327], [0.898, -1.136, 0.092], [-0.064, -2.182, -0.275], [0.330, -0.109, 1.478], [0.927, 1.252, 1.172], [0.693, 1.569, -0.311], [0.649, 0.242, -1.096], [0.612, -0.630, 2.393], [-0.755, -0.071, 1.382], [0.682, 2.025, 1.901], [2.013, 1.207, 1.250], [1.415, 2.326, -0.615], [-0.287, 2.011, -0.489], [1.429, 0.125, -1.849], [-0.377, 0.134, -1.446], [-0.465, 2.874, 9.582], [-0.162, 3.348, 8.225], [-0.156, 2.377, 7.125], [-1.268, 4.689, 7.801], [-0.382, 5.915, 7.570], [1.054, 5.487, 7.363], [1.357, 4.259, 8.275], [-1.880, 4.903, 8.677], [-1.946, 4.389, 7.003], [-0.760, 6.417, 6.679], [-0.601, 6.634, 8.359], [1.708, 6.300, 7.678], [1.153, 5.215, 6.313], [1.424, 4.558, 9.321], [2.207, 3.634, 7.999], [-3.925, 5.206, -2.185], [-5.214, 4.818, -1.531], [-5.931, 3.650, -2.032], [-5.039, 4.583, 0.235], [-6.214, 5.365, 1.002], [-6.578, 6.562, 0.107], [-6.336, 6.275, -1.391], [-4.153, 5.103, 0.600], [-4.856, 3.524, 0.416], [-7.104, 4.749, 1.126], [-5.821, 5.714, 1.957], [-5.981, 7.464, 0.244], [-7.591, 6.873, 0.360], [-5.918, 7.108, -1.956], [-7.267, 6.026, -1.901], [-8.722, -3.031, -3.986], [-7.774, -4.008, -3.470], [-8.215, -5.387, -3.419], [-6.207, -3.941, -4.387], [-5.315, -3.058, -3.584], [-5.487, -3.390, -2.142], [-7.014, -3.536, -1.827], [-6.328, -3.618, -5.421], [-5.874, -4.975, -4.296], [-4.273, -3.124, -3.896], [-5.655, -2.024, -3.649], [-4.917, -2.775, -1.446], [-5.152, -4.404, -1.920], [-7.605, -2.661, -1.558], [-7.220, -4.346, -1.127], [9.020, 3.005, 0.825], [7.824, 2.312, 0.300], [6.573, 3.086, 0.263], [8.225, 1.837, -1.479], [7.922, 0.339, -1.493], [8.272, -0.291, -0.184], [7.731, 0.555, 0.908], [9.266, 2.094, -1.675], [7.663, 2.518, -2.118], [6.912, 0.021, -1.751], [8.494, -0.116, -2.302], [9.337, -0.518, -0.130], [7.794, -1.267, -0.098], [8.310, 0.579, 1.832], [6.686, 0.398, 1.175], [-5.679, 0.149, 5.432], [-5.611, -1.278, 5.787], [-4.699, -2.230, 5.146], [-5.309, -1.283, 7.546], [-6.687, -1.542, 8.238], [-7.378, -2.516, 7.232], [-7.322, -2.000, 5.814], [-4.778, -0.352, 7.746], [-4.654, -2.136, 7.725], [-6.535, -1.975, 9.226], [-7.299, -0.644, 8.323], [-8.355, -2.844, 7.587], [-6.745, -3.403, 7.272], [-7.947, -1.123, 5.644], [-7.583, -2.724, 5.041], [-2.921, -9.573, -3.928], [-1.459, -9.777, -4.138], [-0.860, -9.272, -5.398], [-0.460, -9.065, -2.782], [0.325, -10.217, -2.036], [0.322, -11.474, -2.997], [-1.005, -11.538, -3.856], [-1.123, -8.453, -2.170], [0.175, -8.357, -3.314], [1.347, -9.949, -1.767], [-0.155, -10.450, -1.086], [0.250, -12.351, -2.353], [1.188, -11.597, -3.648], [-1.757, -12.050, -3.256], [-0.953, -12.109, -4.784]]}

***

Record 2
{"formula": "C3H6O", "method": "wB97M-V/def2-TZVPD", "smiles": "CCC=O", "lumo_energy_ev": 0.773, "gap_ev": 10.621, "symbols": ["C", "C", "C", "O", "H", "H", "H", "H", "H", "H"], "xyz": [[-0.860, -0.696, -0.556], [0.620, -0.165, -0.290], [0.470, 0.849, 0.975], [-0.325, 0.698, 1.932], [-1.455, 0.178, -0.896], [-0.948, -1.391, -1.410], [-1.285, -0.821, 0.448], [0.821, 0.536, -1.086], [1.485, -0.756, -0.135], [1.477, 1.567, 1.017]]}

***

Record 3
{"formula": "C6H11NO2", "method": "wB97M-V/def2-TZVPD", "smiles": "C[C@H](C(=O)C=O)N(C)C", "lumo_energy_ev": 0.620, "gap_ev": 9.330, "symbols": ["C", "C", "C", "O", "C", "O", "N", "C", "C", "H", "H", "H", "H", "H", "H", "H", "H", "H", "H", "H"], "xyz": [[1.415, 1.482, -0.132], [0.614, 0.301, -0.670], [-0.518, 0.766, -1.574], [-0.463, 1.372, -2.605], [-1.756, 0.317, -0.792], [-2.526, -0.564, -1.097], [-0.184, -0.478, 0.300], [-0.163, -1.900, 0.029], [-0.027, -0.187, 1.708], [2.175, 1.154, 0.573], [0.771, 2.214, 0.348], [1.905, 1.966, -0.973], [1.301, -0.360, -1.214], [-2.011, 1.072, -0.016], [-0.905, -2.390, 0.657], [-0.442, -2.074, -1.009], [0.821, -2.343, 0.223], [0.949, -0.504, 2.095], [-0.803, -0.720, 2.256], [-0.153, 0.877, 1.891]]}

***

Record 4
{"formula": "C3H6ClN2", "method": "wB97M-V/def2-TZVPD", "smiles": "C/C=[NH+]\\C=N\\Cl", "lumo_energy_ev": -5.662, "charge": 1, "gap_ev": 8.994, "symbols": ["C", "C", "N", "C", "N", "Cl", "H", "H", "H", "H", "H", "H"], "xyz": [[-1.232, -1.161, -0.116], [-1.185, 0.265, 0.340], [-0.075, 1.005, 0.231], [1.210, 0.651, -0.194], [1.971, 0.020, 0.543], [3.477, -0.283, -0.005], [-0.621, -1.739, 0.598], [-2.289, -1.537, -0.255], [-0.578, -1.045, -0.985], [-2.109, 0.691, 0.565], [-0.170, 2.058, 0.356], [1.601, 1.075, -1.077]]}

***

Record 5
{"formula": "C23H63N3O10S7", "method": "wB97M-V/def2-TZVPD", "lumo_energy_ev": 0.018, "gap_ev": 7.923, "symbols": ["C", "S", "O", "C", "H", "H", "H", "H", "H", "H", "C", "S", "O", "C", "H", "H", "H", "H", "H", "H", "C", "S", "O", "C", "H", "H", "H", "H", "H", "H", "C", "S", "O", "C", "H", "H", "H", "H", "H", "H", "C", "S", "O", "C", "H", "H", "H", "H", "H", "H", "C", "S", "O", "C", "H", "H", "H", "H", "H", "H", "C", "S", "O", "C", "H", "H", "H", "H", "H", "H", "C", "O", "N", "C", "C", "H", "H", "H", "H", "H", "H", "H", "C", "O", "N", "C", "C", "H", "H", "H", "H", "H", "H", "H", "C", "O", "N", "C", "C", "H", "H", "H", "H", "H", "H", "H"], "xyz": [[2.227, -0.270, 3.654], [1.943, 1.013, 4.963], [0.925, 0.477, 5.911], [3.596, 0.793, 5.840], [1.268, -0.665, 3.310], [2.635, -1.140, 4.154], [2.842, 0.028, 2.803], [4.508, 0.872, 5.208], [3.467, -0.172, 6.317], [3.687, 1.629, 6.547], [-0.596, 0.596, -6.706], [-1.434, 1.885, -5.555], [-2.790, 2.028, -6.159], [-1.644, 0.738, -4.142], [-1.275, -0.232, -6.786], [0.364, 0.279, -6.309], [-0.385, 1.066, -7.689], [-2.094, 1.271, -3.303], [-0.647, 0.426, -3.753], [-2.288, -0.058, -4.484], [-5.365, 1.404, -0.946], [-4.341, 2.509, -2.033], [-4.888, 3.905, -1.878], [-2.802, 2.425, -1.002], [-4.941, 0.410, -1.004], [-6.408, 1.476, -1.285], [-5.332, 1.810, 0.062], [-3.054, 2.771, 0.001], [-2.039, 3.064, -1.481], [-2.514, 1.391, -0.935], [-3.069, -2.908, -3.055], [-3.212, -2.246, -1.310], [-3.036, -0.788, -1.409], [-5.055, -2.478, -1.127], [-3.864, -2.449, -3.648], [-3.139, -4.004, -3.119], [-2.156, -2.446, -3.466], [-5.342, -2.295, -0.088], [-5.481, -3.430, -1.502], [-5.504, -1.665, -1.694], [-2.556, -1.102, 4.852], [-3.384, 0.393, 4.059], [-4.448, 0.801, 4.984], [-1.950, 1.543, 4.269], [-2.124, -0.903, 5.869], [-1.697, -1.370, 4.216], [-3.171, -1.984, 4.696], [-2.270, 2.604, 4.177], [-1.168, 1.315, 3.556], [-1.557, 1.386, 5.277], [-0.590, -5.644, 2.971], [-2.334, -5.050, 3.032], [-2.275, -4.038, 4.089], [-2.442, -4.290, 1.280], [-0.341, -6.361, 2.168], [-0.283, -6.204, 3.853], [-0.052, -4.705, 2.898], [-1.693, -3.511, 1.134], [-3.398, -3.833, 1.102], [-2.193, -5.100, 0.594], [1.470, 3.316, -0.479], [0.314, 3.812, 0.880], [-0.312, 2.589, 1.441], [1.628, 4.228, 2.101], [2.022, 2.431, -0.172], [2.144, 4.099, -0.815], [0.879, 2.903, -1.308], [2.515, 4.655, 1.636], [2.024, 3.292, 2.525], [1.162, 4.806, 2.931], [0.829, -2.265, 0.721], [0.702, -2.938, 1.773], [0.289, -1.054, 0.418], [-0.872, -0.584, 1.223], [0.585, -0.386, -0.806], [1.525, -2.629, -0.029], [-1.114, -1.368, 1.895], [-1.676, -0.466, 0.503], [-0.696, 0.367, 1.775], [0.758, 0.681, -0.652], [1.463, -0.725, -1.286], [-0.253, -0.436, -1.543], [4.055, 1.055, 0.379], [3.203, 0.358, -0.083], [4.958, 0.642, 1.288], [5.154, -0.698, 1.768], [5.901, 1.607, 1.865], [4.095, 2.180, 0.243], [4.440, -1.360, 1.295], [5.065, -0.694, 2.867], [6.151, -1.064, 1.503], [5.613, 1.770, 2.886], [6.884, 1.153, 1.741], [5.789, 2.551, 1.304], [2.128, 1.737, -4.318], [1.854, 1.751, -3.137], [2.433, 0.709, -5.063], [2.502, -0.657, -4.509], [2.929, 0.970, -6.445], [2.043, 2.635, -4.955], [3.498, -1.063, -4.574], [1.737, -1.171, -5.081], [2.178, -0.696, -3.473], [3.986, 0.722, -6.410], [2.441, 0.274, -7.084], [2.736, 1.991, -6.718]]}

***

Number 1: energy -7500.19496 a.u.. Number 2: energy -193.08696 a.u.. Number 3: energy -440.39808 a.u.. Number 4: energy -687.26090 a.u.. Number 5: energy -4617.82289 a.u..